Here is a structure of composition C42H43ClLuNOP2 from OMol25. Energies are from ωB97M-V/def2-TZVPD.

Positions of all 91 atoms, in Å:
1 Lu -0.038 -0.470 -0.516
2 Cl -0.362 -1.785 -2.478
3 P -2.350 -0.497 -0.271
4 P 2.244 -0.678 -0.907
5 C -3.063 0.661 0.952
6 C -3.049 -2.102 0.270
7 C -3.234 -0.086 -1.813
8 C 2.925 0.217 -2.352
9 C 3.353 -0.126 0.438
10 C 2.711 -2.425 -1.161
11 C -3.905 1.715 0.581
12 C -4.409 2.584 1.550
13 C -4.080 2.405 2.893
14 C -3.241 1.354 3.268
15 C -2.732 0.489 2.305
16 H -4.170 1.854 -0.462
17 H -5.063 3.399 1.252
18 H -4.474 3.082 3.646
19 H -2.976 1.212 4.312
20 H -2.075 -0.325 2.600
21 C -2.798 1.033 -2.535
22 C -3.463 1.421 -3.695
23 C -4.558 0.684 -4.152
24 C -4.987 -0.438 -3.444
25 C -4.330 -0.823 -2.275
26 H -1.926 1.580 -2.184
27 H -3.118 2.288 -4.251
28 H -5.069 0.979 -5.064
29 H -5.831 -1.020 -3.803
30 H -4.660 -1.702 -1.730
31 C -4.258 -2.159 0.981
32 C -4.786 -3.389 1.371
33 C -4.113 -4.571 1.056
34 C -2.911 -4.518 0.349
35 C -2.377 -3.291 -0.041
36 H -4.779 -1.242 1.238
37 H -5.721 -3.423 1.923
38 H -4.524 -5.528 1.363
39 H -2.383 -5.436 0.103
40 H -1.446 -3.245 -0.597
41 C 4.158 -1.016 1.157
42 C 4.971 -0.548 2.191
43 C 4.988 0.809 2.511
44 C 4.186 1.701 1.795
45 C 3.371 1.237 0.768
46 H 4.154 -2.072 0.907
47 H 5.594 -1.247 2.743
48 H 5.621 1.171 3.316
49 H 4.191 2.759 2.043
50 H 2.745 1.933 0.217
51 C 2.092 0.514 -3.440
52 C 2.607 1.177 -4.553
53 C 3.951 1.553 -4.589
54 C 4.783 1.263 -3.507
55 C 4.274 0.599 -2.393
56 H 1.050 0.212 -3.408
57 H 1.956 1.403 -5.392
58 H 4.348 2.074 -5.456
59 H 5.829 1.558 -3.527
60 H 4.923 0.386 -1.548
61 C 3.707 -2.821 -2.059
62 C 4.030 -4.171 -2.191
63 C 3.367 -5.130 -1.425
64 C 2.371 -4.738 -0.528
65 C 2.038 -3.392 -0.401
66 H 4.218 -2.078 -2.663
67 H 4.798 -4.474 -2.898
68 H 3.617 -6.181 -1.535
69 H 1.845 -5.483 0.063
70 H 1.245 -3.075 0.272
71 H -0.774 -0.594 -5.450
72 H -0.788 -1.333 -5.374
73 O 0.071 1.576 0.181
74 C 0.389 1.957 1.302
75 C 0.491 3.447 1.512
76 C -0.441 3.970 2.601
77 C 0.068 3.686 4.016
78 C 0.162 2.212 4.420
79 C 1.159 1.388 3.602
80 N 0.680 1.051 2.272
81 H 1.539 3.744 1.729
82 H 0.200 3.941 0.558
83 H -0.469 5.078 2.504
84 H -1.474 3.593 2.448
85 H 1.069 4.157 4.137
86 H -0.623 4.189 4.728
87 H 0.521 2.211 5.472
88 H -0.825 1.724 4.409
89 H 2.133 1.917 3.552
90 H 1.326 0.433 4.148
91 H 0.586 0.049 2.046

Force components x, y, z for each atom (eV/Å):
-0.1 0.6 -0.6
0.0 0.1 -0.1
-7.8 -0.4 1.1
7.7 -1.0 -1.3
0.0 0.4 0.3
0.0 -0.3 0.2
0.0 0.2 -0.4
-0.1 0.3 -0.3
0.1 0.1 0.4
0.0 -0.3 0.1
0.1 -0.1 0.1
0.1 -0.1 0.1
0.1 -0.1 -0.2
0.0 0.0 -0.1
-0.1 0.3 -0.2
0.0 0.0 0.2
0.1 -0.1 0.0
0.0 -0.1 -0.1
-0.1 0.0 -0.1
-0.1 -0.1 0.1
-0.2 -0.4 -0.1
0.1 -0.1 0.1
0.1 -0.1 0.2
0.2 0.2 0.1
0.2 0.0 0.1
-0.1 0.2 -0.1
-0.1 -0.1 0.1
0.1 0.0 0.2
0.1 0.1 0.1
0.0 0.1 -0.1
0.1 -0.1 0.0
0.2 0.1 -0.1
0.2 0.2 -0.1
0.0 0.0 0.1
-0.2 0.1 0.3
0.0 -0.1 0.0
0.1 0.0 -0.1
0.1 0.2 -0.1
-0.1 0.1 0.0
-0.1 -0.2 0.0
-0.1 0.2 0.0
-0.1 0.2 0.0
-0.1 -0.1 -0.1
-0.1 -0.2 -0.1
0.2 -0.2 0.2
0.0 0.1 0.0
-0.1 0.1 -0.1
-0.1 -0.1 -0.1
0.1 -0.1 -0.1
0.2 0.0 -0.1
0.3 0.1 0.1
0.1 0.0 0.1
-0.2 -0.1 0.2
-0.2 -0.1 0.1
-0.1 0.0 0.0
0.1 0.1 -0.2
0.1 0.0 0.1
-0.1 -0.1 0.1
-0.2 -0.1 0.0
0.0 0.0 -0.1
-0.2 0.0 0.1
-0.2 0.0 0.2
0.0 0.3 0.0
-0.1 0.1 0.1
0.5 0.0 -0.6
0.0 -0.1 0.1
-0.1 0.1 0.1
-0.1 0.2 0.0
0.1 0.1 -0.1
-0.1 -0.2 0.2
0.0 0.0 0.0
0.0 0.1 0.0
-0.8 -1.5 -2.4
1.2 0.5 2.6
0.0 0.4 -0.3
-0.1 0.6 0.5
-0.3 0.2 0.3
0.2 0.2 0.6
0.2 -0.2 1.4
-0.5 0.7 -1.2
-0.4 -0.3 0.0
0.4 -0.7 0.5
-0.1 -0.7 -0.1
0.5 0.2 0.1
-0.5 -0.2 0.0
0.5 -0.2 -0.3
-0.2 -0.2 -0.6
0.3 0.2 0.0
-0.4 -0.4 -0.2
0.0 0.6 -0.6
0.2 1.0 0.4

Summary:
charge: +2
LUMO level: -6.70 eV
orbital gap: 6.96 eV
DFT total energy: -4134.19115 hartree

From a Mulliken analysis of the wavefunction, the atomic charges in e read: number 1, Lu, carries 0.467; number 2, Cl, carries -0.295; number 3, P, carries 1.579; number 4, P, carries 2.039; number 5, C, carries 0.400; number 6, C, carries 0.208; number 7, C, carries 0.512; number 8, C, carries 0.204; number 9, C, carries 0.368; number 10, C, carries 0.409; number 11, C, carries -0.684; number 12, C, carries -0.749; number 13, C, carries -0.797; number 14, C, carries -0.856; number 15, C, carries -0.032; number 16, H, carries 0.447; number 17, H, carries 0.451; number 18, H, carries 0.419; number 19, H, carries 0.571; number 20, H, carries 0.550; number 21, C, carries -0.213; number 22, C, carries -0.769; number 23, C, carries -0.648; number 24, C, carries -0.743; number 25, C, carries -0.572; number 26, H, carries 0.435; number 27, H, carries 0.467; number 28, H, carries 0.416; number 29, H, carries 0.439; number 30, H, carries 0.426; number 31, C, carries -0.181; number 32, C, carries -0.729; number 33, C, carries -0.625; number 34, C, carries -0.794; number 35, C, carries -0.374; number 36, H, carries 0.499; number 37, H, carries 0.440; number 38, H, carries 0.416; number 39, H, carries 0.463; number 40, H, carries 0.275; number 41, C, carries -0.614; number 42, C, carries -0.791; number 43, C, carries -0.640; number 44, C, carries -0.897; number 45, C, carries -0.370; number 46, H, carries 0.480; number 47, H, carries 0.452; number 48, H, carries 0.443; number 49, H, carries 0.529; number 50, H, carries 0.681; number 51, C, carries -0.322; number 52, C, carries -0.710; number 53, C, carries -0.647; number 54, C, carries -0.764; number 55, C, carries -0.300; number 56, H, carries 0.180; number 57, H, carries 0.449; number 58, H, carries 0.422; number 59, H, carries 0.442; number 60, H, carries 0.508; number 61, C, carries -0.337; number 62, C, carries -0.787; number 63, C, carries -0.610; number 64, C, carries -0.844; number 65, C, carries 0.012; number 66, H, carries 0.426; number 67, H, carries 0.444; number 68, H, carries 0.417; number 69, H, carries 0.453; number 70, H, carries 0.236; number 71, H, carries -0.039; number 72, H, carries 0.037; number 73, O, carries -0.523; number 74, C, carries 0.176; number 75, C, carries -0.954; number 76, C, carries -0.249; number 77, C, carries -0.709; number 78, C, carries -0.262; number 79, C, carries -0.628; number 80, N, carries 0.573; number 81, H, carries 0.149; number 82, H, carries 0.555; number 83, H, carries 0.408; number 84, H, carries -0.053; number 85, H, carries 0.294; number 86, H, carries 0.377; number 87, H, carries 0.422; number 88, H, carries -0.135; number 89, H, carries 0.146; number 90, H, carries 0.463; number 91, H, carries 0.178



Here is an isolated molecule of C3H5ClN2S from OMol25. Energies are from ωB97M-V/def2-TZVPD.

Positions of all 12 atoms, in Å:
1 C 0.905 1.119 0.513
2 C -0.471 -1.165 -0.709
3 C -1.429 0.030 -0.189
4 N 1.997 1.392 0.952
5 N 0.707 -1.253 0.074
6 S -0.569 1.617 -0.235
7 Cl 2.559 2.885 1.679
8 H -0.974 -2.082 -0.051
9 H -0.368 -1.206 -1.802
10 H -2.421 0.003 -0.680
11 H -1.508 -0.180 0.905
12 H 1.572 -1.162 -0.458

Force components x, y, z for each atom (eV/Å):
0.4 1.6 -0.2
-1.8 -1.2 2.8
1.4 -2.0 0.9
-1.6 -2.0 -0.8
0.5 0.1 0.0
0.6 0.4 0.1
0.5 1.6 0.6
0.3 1.4 -2.8
-0.3 -0.3 0.3
0.7 0.4 0.2
-0.5 0.1 -0.9
-0.1 -0.3 -0.3

Summary:
LUMO level (spin up / spin down): 0.45 / -1.88 eV
orbital gap (spin up / spin down): 7.65 / 7.73 eV
energy relative to the best compared isomer or geometry (same formula, charge and spin): 27.6 kcal per mole
DFT total energy: -1084.97495 hartree
spin multiplicity: 3

From a natural (NBO) analysis of the wavefunction, the atomic charges in e read: number 1, C, carries 0.132; number 2, C, carries -0.293; number 3, C, carries -0.548; number 4, N, carries -0.420; number 5, N, carries -0.454; number 6, S, carries 0.308; number 7, Cl, carries 0.024; number 8, H, carries 0.245; number 9, H, carries 0.200; number 10, H, carries 0.251; number 11, H, carries 0.231; number 12, H, carries 0.324



Here is a structure of composition C33H25Cl2N8O5ReS from OMol25. Energies are from ωB97M-V/def2-TZVPD.

Positions of all 75 atoms, in Å:
1 Re -0.322 0.057 -0.214
2 O 6.406 0.116 -0.595
3 C 5.829 -0.411 0.366
4 O 6.183 -1.215 1.237
5 C 4.317 -0.029 0.454
6 C 3.804 0.996 -0.342
7 C 2.442 1.196 -0.362
8 N 1.620 0.460 0.380
9 C 2.114 -0.413 1.267
10 C 3.455 -0.727 1.304
11 C 1.076 -0.998 2.135
12 C 1.352 -1.664 3.318
13 C 0.299 -2.085 4.110
14 C -1.003 -1.827 3.705
15 C -1.204 -1.170 2.508
16 N -0.190 -0.771 1.739
17 C 1.651 2.156 -1.134
18 C 2.212 3.190 -1.870
19 C 1.381 4.070 -2.532
20 C 0.009 3.886 -2.442
21 C -0.481 2.836 -1.692
22 N 0.313 1.982 -1.031
23 H 4.503 1.543 -0.962
24 H 3.888 -1.482 1.945
25 H 2.377 -1.824 3.619
26 H 0.490 -2.600 5.041
27 H -1.850 -2.129 4.304
28 H -2.195 -0.946 2.137
29 H 3.286 3.295 -1.903
30 H 1.793 4.887 -3.109
31 H -0.681 4.545 -2.948
32 H -1.541 2.661 -1.637
33 Cl 1.967 -4.306 -0.821
34 C 0.270 -4.070 -0.786
35 C -0.601 -5.174 -0.876
36 C -1.957 -5.004 -0.827
37 Cl -2.996 -6.379 -0.925
38 C -2.534 -3.714 -0.684
39 C -3.909 -3.441 -0.577
40 C -4.310 -2.144 -0.409
41 C -3.363 -1.113 -0.361
42 N -2.060 -1.317 -0.474
43 C -1.652 -2.618 -0.618
44 C -0.249 -2.798 -0.662
45 O 0.466 -1.706 -0.559
46 H -0.179 -6.163 -0.977
47 H -4.624 -4.251 -0.618
48 H -5.356 -1.890 -0.318
49 H -3.693 -0.095 -0.258
50 C 2.680 0.332 -5.887
51 C 2.427 -0.718 -4.808
52 C 1.152 -0.485 -4.070
53 N 1.089 -0.200 -2.824
54 N -0.195 -0.032 -2.367
55 C -1.105 -0.157 -3.306
56 N -2.426 0.004 -3.107
57 S -0.416 -0.545 -4.845
58 H 3.652 0.166 -6.348
59 H 2.675 1.336 -5.461
60 H 1.928 0.292 -6.675
61 H 3.220 -0.713 -4.061
62 H 2.402 -1.718 -5.246
63 H -2.729 0.566 -2.306
64 H -3.030 0.004 -3.912
65 O -3.258 1.777 -0.808
66 C -2.728 2.043 0.274
67 C -3.283 3.055 1.246
68 C -2.246 3.112 2.351
69 C -1.198 2.104 1.934
70 O -0.162 1.875 2.505
71 N -1.584 1.474 0.732
72 H -4.271 2.729 1.570
73 H -3.421 3.998 0.717
74 H -2.621 2.838 3.337
75 H -1.766 4.085 2.451

Force components x, y, z for each atom (eV/Å):
0.1 0.5 0.0
-0.1 0.1 0.1
0.0 -0.2 -0.1
-0.1 0.1 0.0
0.0 0.0 0.0
-0.1 -0.1 0.0
0.0 0.2 -0.3
-0.2 -0.5 0.1
0.0 -0.7 0.4
0.1 0.5 -0.1
0.2 -0.1 0.1
0.0 0.0 -0.1
0.0 0.0 0.0
0.0 0.0 -0.1
-0.1 -0.1 0.1
0.0 0.1 0.1
0.2 0.2 -0.1
-0.1 -0.1 0.1
0.0 0.0 0.0
0.0 0.0 0.0
0.0 0.2 -0.1
0.4 0.4 -0.2
0.0 0.0 0.0
0.0 0.0 0.1
0.0 0.0 0.0
0.0 0.0 0.0
0.0 0.0 0.0
0.0 0.0 0.0
0.0 0.0 0.0
0.0 0.0 0.0
0.0 0.0 0.0
-0.1 0.0 0.0
0.0 0.1 0.0
-0.3 0.2 0.0
-0.1 0.0 0.0
0.0 0.0 0.0
0.0 -0.1 0.0
0.1 0.0 0.0
0.0 0.0 0.0
0.0 0.0 0.0
0.0 -0.1 0.0
-0.2 -0.2 0.1
0.3 -0.3 -0.1
-0.4 -0.2 -0.1
0.7 -0.1 0.0
0.0 0.0 0.0
0.0 0.0 0.0
0.0 0.0 0.0
0.0 0.0 0.0
0.0 0.0 0.0
0.0 0.0 0.0
0.1 0.0 0.0
0.1 0.0 0.0
-0.1 -0.3 -0.2
-0.2 0.1 -0.1
0.0 0.2 0.1
-0.1 0.0 0.1
0.0 0.0 0.0
0.0 0.0 0.0
0.0 0.0 0.0
0.0 0.0 0.0
0.0 0.0 0.0
0.1 -0.1 -0.1
0.0 0.0 0.0
0.1 0.0 0.0
-0.4 -0.1 -0.3
0.0 0.0 -0.1
0.1 0.0 0.1
0.2 0.0 0.1
-0.1 0.0 0.0
-0.2 0.0 0.2
0.0 0.0 0.0
0.0 0.0 0.0
0.0 0.0 0.0
0.0 0.0 0.0

Summary:
charge: +1
LUMO level (spin up / spin down): -3.79 / -4.91 eV
orbital gap (spin up / spin down): 6.24 / 5.11 eV
energy relative to the best compared isomer or geometry (same formula, charge and spin): 5.8 kcal per mole
DFT total energy: -3483.59430 hartree
spin multiplicity: 2

From a Mulliken analysis of the wavefunction, the atomic charges in e read: number 1, Re, carries 1.896; number 2, O, carries -0.701; number 3, C, carries 0.305; number 4, O, carries -0.700; number 5, C, carries -0.520; number 6, C, carries -0.938; number 7, C, carries 0.416; number 8, N, carries 0.143; number 9, C, carries 1.247; number 10, C, carries -1.352; number 11, C, carries 0.472; number 12, C, carries -0.478; number 13, C, carries -0.747; number 14, C, carries -1.064; number 15, C, carries -0.155; number 16, N, carries 0.610; number 17, C, carries 0.661; number 18, C, carries -0.576; number 19, C, carries -0.815; number 20, C, carries -1.256; number 21, C, carries -0.018; number 22, N, carries 0.070; number 23, H, carries 0.652; number 24, H, carries 0.657; number 25, H, carries 0.541; number 26, H, carries 0.470; number 27, H, carries 0.497; number 28, H, carries 0.469; number 29, H, carries 0.551; number 30, H, carries 0.492; number 31, H, carries 0.532; number 32, H, carries 0.537; number 33, Cl, carries -0.193; number 34, C, carries 0.669; number 35, C, carries -0.349; number 36, C, carries 0.662; number 37, Cl, carries -0.233; number 38, C, carries 0.019; number 39, C, carries -1.068; number 40, C, carries -1.405; number 41, C, carries -0.209; number 42, N, carries 0.353; number 43, C, carries 0.501; number 44, C, carries -0.751; number 45, O, carries -0.187; number 46, H, carries 0.510; number 47, H, carries 0.515; number 48, H, carries 0.547; number 49, H, carries 0.310; number 50, C, carries -1.142; number 51, C, carries -0.496; number 52, C, carries 0.256; number 53, N, carries -0.789; number 54, N, carries 1.003; number 55, C, carries -0.158; number 56, N, carries -0.146; number 57, S, carries -0.195; number 58, H, carries 0.380; number 59, H, carries 0.295; number 60, H, carries 0.364; number 61, H, carries 0.276; number 62, H, carries 0.334; number 63, H, carries 0.141; number 64, H, carries 0.288; number 65, O, carries -0.727; number 66, C, carries -0.166; number 67, C, carries -0.740; number 68, C, carries -0.617; number 69, C, carries 0.013; number 70, O, carries -0.484; number 71, N, carries 0.467; number 72, H, carries 0.319; number 73, H, carries 0.304; number 74, H, carries 0.315; number 75, H, carries 0.316



no.,F_max (eV/A)
1,7.91
2,3.50
3,0.77